*1*
# C14H26O8Zn

C14H26O8Zn as an isolated structure (ωB97M-V with the def2-TZVPD basis set, the OMol25 dataset).

Last column: natural (NBO) charge in e.
Geometry (Å):
Zn 0.02330 -0.02370 0.06029  1.732
C -0.78936 -4.00952 0.43901  -0.474
C -0.65224 -2.66108 0.10572  0.387
C -0.75092 -2.25378 -1.41200  0.359
O -0.64761 -0.99221 -1.59097  -0.893
C -0.94423 -3.23944 -2.36287  -0.453
C -1.02047 -4.59470 -2.00899  0.413
C -0.95943 -4.98873 -0.53540  0.411
O -1.05657 -6.18228 -0.23162  -0.564
O -1.17776 -5.45702 -2.86985  -0.559
O -0.52266 -1.69812 0.92445  -0.903
H -0.69922 -4.28271 1.48201  0.210
H -0.97002 -2.93559 -3.40128  0.206
C 1.68567 0.64493 -3.04413  -0.652
C 1.11213 1.89172 -2.40904  -0.054
O 0.69054 1.62961 -1.04803  -0.795
H 1.93981 0.81728 -4.08765  0.228
H 0.98749 -0.19088 -2.96771  0.269
H 2.58551 0.30791 -2.52292  0.195
H 0.25131 2.23307 -2.98715  0.180
H 1.87853 2.66943 -2.37682  0.172
H 0.66631 2.48410 -0.60377  0.488
C -0.64842 3.16577 2.24430  -0.640
C 0.45794 2.15312 2.49264  -0.070
O 0.14605 0.86022 1.92841  -0.790
H -0.99531 3.17978 1.21195  0.211
H -0.27700 4.17737 2.43350  0.222
H -1.51859 3.03159 2.88716  0.219
H 0.73332 2.07458 3.54168  0.194
H 1.32752 2.51676 1.93924  0.172
H -0.34737 0.38476 2.61158  0.515
C -4.03170 1.25745 1.18460  -0.630
C -3.12703 0.24626 0.51400  -0.086
O -1.92001 0.83468 0.04020  -0.772
H -4.12522 2.14534 0.55144  0.197
H -3.60005 1.59897 2.12831  0.198
H -5.03400 0.86976 1.35116  0.229
H -3.71777 -0.22419 -0.28359  0.184
H -2.92011 -0.63957 1.11456  0.219
H -2.16767 1.47817 -0.63368  0.490
C 3.90501 0.91580 0.53540  -0.633
C 3.03416 -0.17932 1.15858  -0.065
O 2.01341 -0.57695 0.20959  -0.784
H 4.35237 0.56179 -0.39076  0.212
H 4.71403 1.16955 1.22933  0.220
H 3.36991 1.85708 0.41148  0.200
H 2.60729 0.16162 2.09540  0.192
H 3.65198 -1.05442 1.36077  0.186
H 2.48715 -1.13427 -0.41854  0.505

Properties
frontier orbital gap: 6.0 eV
LUMO level: -0.6 eV
HOMO level: -0.2414 hartree
total charge: 0


*2*
# C14H26O8Zn

C14H26O8Zn as an isolated structure (ωB97M-V with the def2-TZVPD basis set, the OMol25 dataset).

Last column: natural (NBO) charge in e.
Geometry (Å):
Zn -0.11750 -0.20146 -0.09326  1.738
C -2.28140 3.00224 1.45763  -0.469
C -1.56065 1.91911 0.79797  0.413
C -1.49368 2.01995 -0.77124  0.384
O -0.92365 1.05780 -1.32341  -0.882
C -2.07289 3.13647 -1.47252  -0.450
C -2.67645 4.08223 -0.73958  0.376
C -2.78001 4.03268 0.77131  0.391
O -3.38668 4.98465 1.44514  -0.596
O -3.16047 5.07903 -1.41906  -0.597
O -0.94688 0.92731 1.25551  -0.871
H -2.35549 2.96542 2.53447  0.217
H -2.04127 3.10094 -2.55147  0.217
C 1.64251 -1.51965 -3.90702  -0.650
C 0.76681 -0.53584 -3.01761  -0.065
O 0.33174 -1.19203 -1.81723  -0.789
H 2.63890 -1.73015 -3.51845  0.205
H 1.83285 -1.07373 -4.88325  0.230
H 1.12971 -2.46041 -4.10732  0.200
H -0.06893 -0.29483 -3.67454  0.194
H 1.32596 0.38493 -2.85139  0.210
H 0.03031 -2.03971 -2.15215  0.499
C 2.98346 -2.17626 1.82092  -0.656
C 1.72567 -2.46208 1.00009  -0.074
O 0.72115 -1.53055 1.31197  -0.781
H 3.30458 -1.13464 1.81652  0.223
H 3.80483 -2.76488 1.41229  0.222
H 2.98906 -2.57867 2.83391  0.219
H 1.35063 -3.45971 1.22853  0.177
H 2.00807 -2.46606 -0.05268  0.192
H 0.47714 -1.61071 2.23697  0.511
C 2.59103 1.61754 1.85541  -0.637
C 2.22230 1.93820 0.39958  -0.071
O 1.75915 0.69641 -0.16712  -0.793
H 2.76478 2.52748 2.42980  0.228
H 3.52788 1.06514 1.92803  0.189
H 1.81785 1.04441 2.36708  0.229
H 3.02200 2.30467 -0.24406  0.183
H 1.42246 2.67689 0.45150  0.219
H 2.55678 0.28274 -0.50516  0.487
C -3.27288 -2.15934 1.56379  -0.635
C -2.26610 -2.51887 0.58319  -0.076
O -1.96928 -1.31388 -0.12531  -0.765
H -2.94038 -1.33630 2.19637  0.233
H -3.50262 -2.98949 2.23175  0.214
H -4.19489 -1.85897 1.06603  0.210
H -2.60599 -3.36293 -0.01691  0.171
H -1.36998 -2.91065 1.06442  0.172
H -2.75957 -1.16443 -0.64942  0.503

Properties
frontier orbital gap: 5.8 eV
LUMO level: -0.6 eV
HOMO level: -0.2349 hartree
total charge: 0


*1* comes first in stability; the runner-up is 1.709 eV higher.


*1*
# C3H2N2O

A 2-piece molecular cluster, C3H2N2O overall (ωB97M-V with the def2-TZVPD basis set, the OMol25 dataset).

Last column: natural (NBO) charge in e.
Geometry (Å):
C -2.41638 0.99816 0.40878  0.135
C -0.33685 -1.09117 0.09568  0.899
C 1.79798 0.07680 -0.05200  -0.022
N -2.90577 1.57754 -0.45214  -0.515
N 0.76087 -0.70093 -0.21438  -0.504
O -1.34690 -1.63309 0.23743  -0.389
H 1.80409 0.87564 0.66993  0.199
H 2.64296 -0.10293 -0.69330  0.197

Properties
frontier orbital gap (alpha / beta): 9.7 / 3.9 eV
LUMO level (alpha / beta): -1.7 / -4.2 eV
HOMO level (alpha / beta): -0.4179 / -0.2979 hartree
total charge: 0


*2*
# C3H2N2O

C3H2N2O in the gas phase (ωB97M-V with the def2-TZVPD basis set, the OMol25 dataset).

Last column: natural (NBO) charge in e.
Geometry (Å):
C 0.74671 0.01346 1.15205  0.225
C -0.09661 0.05196 -1.15171  0.698
C 0.12944 -0.70726 0.12385  -0.261
N 1.28027 0.64792 1.93813  -0.275
N -1.13050 0.25025 -0.31769  -0.573
O 0.28906 0.33346 -2.22264  -0.472
H 0.00768 -1.69351 0.26391  0.245
H -1.22605 1.10372 0.21411  0.413

Properties
frontier orbital gap: 11.0 eV
LUMO level: 0.3 eV
HOMO level: -0.3924 hartree
total charge: 0


*2* comes first in stability; the runner-up is 3.177 eV higher.


*1*
# C3H2N2O

C3H2N2O in the gas phase (ωB97M-V with the def2-TZVPD basis set, the OMol25 dataset).

Last column: natural (NBO) charge in e.
Geometry (Å):
O -1.25407 -0.47458 0.65807  -0.652
C -0.21431 -0.13458 -0.21052  -0.075
C -0.13867 1.32557 -0.46746  0.237
N -0.17033 2.44850 -0.75016  -0.250
C 1.09422 -0.73303 0.12760  0.230
N 2.06267 -1.35366 0.23711  -0.245
H -0.95296 -0.46333 1.57632  0.490
H -0.42654 -0.61489 -1.17095  0.265

Properties
frontier orbital gap: 12.5 eV
LUMO level: 0.1 eV
HOMO level: -0.4580 hartree
total charge: 0


*2*
# C3H2N2O

C3H2N2O in the gas phase (ωB97M-V with the def2-TZVPD basis set, the OMol25 dataset).

Last column: natural (NBO) charge in e.
Geometry (Å):
O -1.15234 -0.78529 0.33929  -0.651
C -0.06697 -0.32196 -0.36353  0.151
C -0.05649 1.16127 -0.45642  0.201
N -0.12643 2.31026 -0.56537  -0.251
C 1.47847 -0.38490 1.11832  0.368
N 1.30916 -0.92853 0.06699  -0.556
H -1.25995 -0.31626 1.18626  0.492
H -0.11147 -0.74257 -1.35491  0.245

Properties
frontier orbital gap: 11.7 eV
LUMO level: -0.3 eV
HOMO level: -0.4406 hartree
total charge: 0


*1* comes first in stability; the runner-up is 1.652 eV higher.


*1*
# C3H2N2O

C3H2N2O as an isolated structure (ωB97M-V with the def2-TZVPD basis set, the OMol25 dataset).

Last column: natural (NBO) charge in e.
Geometry (Å):
C 0.58698 1.49527 0.01082  -0.018
C -0.40909 0.69095 -0.02508  0.061
C 1.10882 0.12293 0.00450  -0.244
N -0.51274 -1.27127 0.01522  -0.156
N -1.35340 -0.31973 0.04867  0.260
O -2.55580 -0.17053 -0.01597  -0.382
H 1.45882 -0.24033 -0.98544  0.229
H 1.67641 -0.30729 0.94728  0.249

Properties
frontier orbital gap: 9.1 eV
LUMO level: -1.1 eV
HOMO level: -0.3782 hartree
total charge: 0


*2*
# C3H2N2O

C3H2N2O as an isolated structure (ωB97M-V with the def2-TZVPD basis set, the OMol25 dataset).

Last column: natural (NBO) charge in e.
Geometry (Å):
C 0.56652 1.38424 0.00011  -0.155
C -0.48117 0.65990 -0.07048  0.138
C 1.23703 0.10726 0.01499  -0.071
N -0.54132 -1.17743 0.03938  -0.227
N -1.42832 -0.32998 -0.08672  0.264
O -2.62168 -0.22594 0.03685  -0.394
H 1.65358 -0.02236 -0.87221  0.203
H 1.61536 -0.39570 0.93808  0.242

Properties
frontier orbital gap (alpha / beta): 9.1 / 9.1 eV
LUMO level (alpha / beta): -0.6 / -0.6 eV
HOMO level (alpha / beta): -0.3580 / -0.3579 hartree
total charge: 0


*1* comes first in stability; the runner-up is 0.353 eV higher.


*1*
# C4H6N2OS

C4H6N2OS in the gas phase (ωB97M-V with the def2-TZVPD basis set, the OMol25 dataset).

Last column: natural (NBO) charge in e.
Geometry (Å):
C -0.37506 1.18892 0.75892  0.021
C -0.21405 0.03619 -0.18327  -0.158
C -0.03968 -1.32408 0.53627  -0.224
C 1.86748 -0.79913 -0.95354  -0.164
H -3.05361 1.82765 0.08312  0.476
H 0.63271 1.50467 1.07063  0.198
H -0.44409 0.29408 -1.37141  0.289
H -0.12620 -2.32372 0.09048  0.212
H -0.47715 -1.38220 1.57499  0.220
H 2.82451 -1.65863 -0.97498  0.209
N -1.31997 1.96155 0.91390  -0.098
N 1.15790 -0.58505 0.23092  -0.439
O -2.34008 1.18902 0.46228  -0.581
S 1.90729 0.07074 -2.23832  0.038

Properties
frontier orbital gap: 8.9 eV
LUMO level: 0.2 eV
HOMO level: -0.3219 hartree
total charge: 0


*2*
# C4H6N2OS

C4H6N2OS in the gas phase (ωB97M-V with the def2-TZVPD basis set, the OMol25 dataset).

Last column: natural (NBO) charge in e.
Geometry (Å):
C -0.86350 -0.42209 -0.39571  0.660
C 0.83989 1.38895 -0.13994  -0.023
C 1.78198 0.48579 0.30542  -0.305
C 1.52249 -1.05809 0.29455  -0.104
H -4.18395 -0.93066 0.10804  0.138
H -1.20434 1.69631 -0.69273  0.432
H 1.11945 2.49630 -0.25667  0.234
H 2.86047 0.64045 0.64112  0.232
H 2.24682 -1.48960 -0.54613  0.208
H 1.76502 -1.49910 1.28675  0.205
N -2.05260 -0.88718 -0.30559  -0.587
N -0.48351 0.92053 -0.29885  -0.658
O 0.10464 -1.50915 -0.26413  -0.512
S -3.45287 0.16755 0.26388  0.081

Properties
frontier orbital gap: 8.8 eV
LUMO level: 0.6 eV
HOMO level: -0.3012 hartree
total charge: 0


*3*
# C4H6N2OS

C4H6N2OS in the gas phase (ωB97M-V with the def2-TZVPD basis set, the OMol25 dataset).

Last column: natural (NBO) charge in e.
Geometry (Å):
C 0.63501 -0.68679 1.83823  0.633
C 0.25448 -0.26387 0.45392  -0.275
C -0.66000 0.69027 0.30720  -0.180
C -1.11523 1.19565 -1.01248  0.048
H 1.96307 -2.12227 1.06497  0.396
H 1.85892 -1.99285 2.79228  0.404
H 0.69664 -0.75696 -0.41773  0.220
H -1.09741 1.16070 1.20988  0.240
H -1.88334 1.94737 -1.00743  0.163
H -0.48415 0.62020 -4.33191  0.118
N 1.56398 -1.67780 1.88672  -0.814
N -0.63973 0.71881 -2.08526  -0.524
O 0.14939 -0.21308 2.84491  -0.613
S -1.24164 1.38061 -3.54329  0.184

Properties
frontier orbital gap: 8.7 eV
LUMO level: -0.2 eV
HOMO level: -0.3265 hartree
total charge: 0


*4*
# C4H6N2OS

C4H6N2OS in the gas phase (ωB97M-V with the def2-TZVPD basis set, the OMol25 dataset).

Last column: natural (NBO) charge in e.
Geometry (Å):
C 0.24142 -1.73442 -0.40046  0.213
C -0.29651 -0.33395 -0.47424  0.336
C 0.11212 2.04541 0.06213  -0.286
C 0.61980 1.13606 1.28785  -0.207
H -0.18214 -3.53657 -0.86299  0.518
H -1.99157 -0.82915 -1.12724  0.359
H -1.03465 2.31192 -0.02764  0.237
H 0.86308 2.80725 -0.59689  0.219
H 1.57685 1.19609 1.80193  0.215
H -0.34037 0.80963 1.87418  0.183
N -1.43517 -0.03649 -0.84606  -0.604
N 0.61714 0.64230 0.01346  -0.459
O -0.52622 -2.58452 -1.03107  -0.642
S 1.77621 -1.89358 0.32704  -0.083

Properties
frontier orbital gap: 8.2 eV
LUMO level: -0.7 eV
HOMO level: -0.3242 hartree
total charge: 0


*3* comes first in stability; the runner-up is 2.487 eV higher.


*1*
# C4H6N2OS

C4H6N2OS in the gas phase (ωB97M-V with the def2-TZVPD basis set, the OMol25 dataset).

Last column: natural (NBO) charge in e.
Geometry (Å):
C -2.01624 0.23317 0.02630  0.080
C -0.97346 -0.86920 0.12495  -0.155
C 0.36680 -0.94850 0.13621  -0.298
C 1.40234 0.10066 -0.05135  0.636
H -2.28269 2.24616 -0.00394  0.409
H -0.58634 1.67554 0.19630  0.439
H -1.52910 -1.76398 0.30495  0.232
H 0.76227 -1.94493 0.28394  0.207
H 2.87754 -1.32834 -0.21441  0.403
H 3.36504 0.36222 -0.39172  0.414
N -1.57233 1.49338 0.07066  -0.753
N 2.65335 -0.32620 -0.26027  -0.789
O 1.14634 1.30382 -0.02468  -0.647
S -3.61351 -0.23379 -0.19694  -0.178

Properties
frontier orbital gap: 7.9 eV
LUMO level: -0.5 eV
HOMO level: -0.3069 hartree
total charge: 0


*2*
# C4H6N2OS

C4H6N2OS in the gas phase (ωB97M-V with the def2-TZVPD basis set, the OMol25 dataset).

Last column: natural (NBO) charge in e.
Geometry (Å):
C -0.15127 -1.89259 0.22244  0.017
C -2.04104 -0.36456 -0.10072  0.197
C 0.99134 -1.36919 -0.51091  -0.130
C 0.34792 2.03727 0.27872  -0.480
N -1.32825 -1.29532 0.18494  -0.429
N 0.84502 0.95314 -0.55019  -0.081
O 1.27015 -0.09043 0.15751  -0.347
S -3.08397 0.78152 -0.18903  0.045
H -0.07221 -2.51139 1.02513  0.188
H 1.80005 -1.89534 -0.27035  0.196
H 0.92299 -1.18731 -1.51410  0.210
H 0.93790 2.36207 0.99746  0.194
H 0.08402 2.76391 -0.54987  0.217
H -0.52267 1.70821 0.81897  0.204

Properties
frontier orbital gap (alpha / beta): 7.6 / 8.3 eV
LUMO level (alpha / beta): -0.9 / 0.6 eV
HOMO level (alpha / beta): -0.3109 / -0.2856 hartree
total charge: 0


*3*
# C4H6N2OS

A 2-piece molecular cluster, C4H6N2OS overall (ωB97M-V with the def2-TZVPD basis set, the OMol25 dataset).

Last column: natural (NBO) charge in e.
Geometry (Å):
C -1.97438 -0.49874 -0.27515  -0.330
C -1.36330 -1.38437 0.65103  0.020
C -0.93331 0.12040 -0.89229  0.036
C 1.45536 0.04522 -0.70025  -0.091
N -0.06565 -1.30857 0.59870  -0.293
N 0.22396 -0.37947 -0.34714  -0.294
O 0.87568 2.45956 0.39732  -0.938
S 2.72593 -0.72059 0.10958  0.116
H -3.02403 -0.36875 -0.44305  0.235
H -1.84928 -2.05337 1.33406  0.212
H -0.88921 0.87548 -1.64811  0.234
H 1.70017 2.26153 0.84821  0.473
H 1.08919 2.49211 -0.54071  0.481
H 2.02886 -1.54044 0.90780  0.137

Properties
frontier orbital gap: 9.1 eV
LUMO level: -0.2 eV
HOMO level: -0.3387 hartree
total charge: 0


*1* comes first in stability; the runner-up is 2.819 eV higher.